{
  "formula": "C45H48NO10STeZr",
  "method": "ωB97M-V/def2-TZVPD",
  "symbols": ["Zr", "O", "C", "O", "C", "C", "C", "C", "C", "O", "C", "C", "O", "O", "H", "H", "H", "H", "H", "H", "H", "H", "O", "C", "O", "C", "C", "C", "C", "C", "C", "S", "H", "H", "H", "H", "C", "C", "O", "N", "Te", "C", "C", "C", "C", "C", "C", "C", "C", "C", "C", "C", "C", "C", "C", "C", "C", "C", "C", "H", "H", "H", "H", "H", "H", "H", "H", "H", "H", "H", "H", "H", "H", "H", "H", "H", "H", "H", "H", "H", "H", "H", "H", "H", "C", "C", "C", "C", "C", "C", "C", "C", "C", "C", "O", "O", "H", "H", "H", "H", "H", "H", "H", "H", "H", "H", "H"],
  "positions_angstrom": [[2.1021, -0.4025, 1.2485], [5.6827, 0.3900, 3.6525], [5.0342, 0.0868, 2.6632], [3.7721, -0.1120, 2.6153], [5.7300, -0.0174, 1.3013], [5.1072, 1.0191, 0.3533], [5.9931, 1.2592, -0.8674], [5.8371, -0.0775, -1.6215], [4.8078, -0.8028, -0.7477], [4.0117, 0.2821, -0.2291], [5.4542, -1.3403, 0.5273], [4.5093, -2.3204, 1.2411], [4.9671, -3.2415, 1.8889], [3.2453, -2.1227, 1.0185], [6.7974, 0.1590, 1.4476], [4.7133, 1.9085, 0.8468], [7.0210, 1.4947, -0.5932], [5.5896, 2.0830, -1.4556], [6.7657, -0.6459, -1.6827], [5.4623, 0.0766, -2.6334], [4.1524, -1.5077, -1.2535], [6.3812, -1.8846, 0.3300], [1.5298, -0.5148, 5.1745], [1.4800, 0.2487, 4.2242], [1.1820, -0.1479, 3.0160], [1.6393, 1.7355, 4.4180], [1.4570, 2.1791, 5.7287], [1.5105, 3.5162, 6.0684], [1.7645, 4.4455, 5.0628], [1.9617, 4.0241, 3.7675], [1.9112, 2.6660, 3.3971], [2.1827, 2.3274, 1.7037], [1.2724, 1.4198, 6.4768], [1.3621, 3.8324, 7.0943], [1.8111, 5.5049, 5.2937], [2.1680, 4.7451, 2.9861], [0.7800, -3.4824, 2.0902], [-0.0132, -2.7316, 1.0314], [-0.7880, -3.3764, 0.3035], [0.1665, -1.4116, 0.9935], [-1.4215, -0.4919, -0.1847], [-3.2156, -0.6000, -1.5719], [-4.3390, 0.2104, -1.4230], [-4.5285, 1.1121, -0.2333], [-5.3388, 0.1836, -2.3970], [-5.2379, -0.6143, -3.5233], [-6.3235, -0.6352, -4.5661], [-4.0970, -1.3942, -3.6723], [-3.0869, -1.3931, -2.7183], [-1.8630, -2.2375, -2.9490], [-2.6667, -0.7548, 1.5264], [-3.6015, -1.7852, 1.6592], [-3.8816, -2.8127, 0.6028], [-4.3325, -1.8761, 2.8437], [-4.1628, -0.9840, 3.8885], [-4.9290, -1.1297, 5.1754], [-3.2366, 0.0338, 3.7275], [-2.4844, 0.1637, 2.5658], [-1.5484, 1.3347, 2.4757], [0.1307, -4.2597, 2.4950], [1.1241, -2.8256, 2.8937], [1.6516, -3.9483, 1.6286], [-3.5806, 1.5486, 0.0908], [-4.9309, 0.5601, 0.6183], [-5.2177, 1.9233, -0.4757], [-6.2124, 0.8158, -2.2705], [-7.0876, 0.1118, -4.3499], [-6.8124, -1.6111, -4.6110], [-5.9200, -0.4278, -5.5589], [-3.9914, -2.0180, -4.5540], [-2.0498, -2.9828, -3.7226], [-1.5356, -2.7417, -2.0382], [-1.0264, -1.6151, -3.2798], [-2.9562, -3.1560, 0.1385], [-4.5305, -2.4075, -0.1716], [-4.3818, -3.6694, 1.0535], [-5.0454, -2.6872, 2.9494], [-5.7068, -1.8887, 5.0855], [-5.4015, -0.1885, 5.4626], [-4.2650, -1.4230, 5.9909], [-3.0718, 0.7401, 4.5335], [-1.2326, 1.6425, 3.4713], [-2.0583, 2.1844, 2.0071], [-0.6422, 1.1333, 1.9012], [-0.1301, 1.9725, -6.6675], [0.3279, 1.4863, -5.3208], [0.9760, 0.2720, -5.1758], [1.3842, -0.2014, -3.9330], [2.0472, -1.5512, -3.9025], [1.1497, 0.5776, -2.7895], [0.5277, 1.8360, -2.9199], [0.2510, 2.7896, -1.7881], [0.1198, 2.2499, -4.1844], [1.4943, 0.0046, -1.4420], [1.8497, -1.1742, -1.3069], [1.3539, 0.7468, -0.4102], [0.0829, 1.2379, -7.4428], [0.3688, 2.9051, -6.9377], [-1.2039, 2.1643, -6.6673], [1.1613, -0.3404, -6.0520], [2.2008, -1.8992, -4.9248], [1.4478, -2.2772, -3.3571], [3.0088, -1.5127, -3.3945], [-0.6147, 2.4561, -1.2096], [0.0243, 3.7731, -2.2047], [1.0777, 2.8697, -1.0878], [-0.3743, 3.2112, -4.2758]],
  "lowdin_charge": [1.7854, 0.0508, -0.5945, -0.1694, -0.0923, -0.2551, -0.0958, -0.0916, -0.2526, -0.1599, -0.0961, -0.5702, 0.0758, -0.1899, 0.1480, 0.1141, 0.1110, 0.1120, 0.1103, 0.1065, 0.1419, 0.1496, 0.0601, -0.5657, -0.2781, -0.1464, -0.0449, -0.1203, -0.1263, -0.1545, -0.5748, 0.6893, 0.1070, 0.0811, 0.0854, 0.0776, -0.0191, -0.7108, -0.0902, -0.3033, 1.7700, -0.3086, -0.3008, -0.0599, -0.0354, -0.2901, -0.0708, -0.0320, -0.3051, -0.0709, -0.3264, -0.2763, -0.0538, -0.0280, -0.2782, -0.0640, -0.0157, -0.2898, -0.0787, 0.0744, 0.0678, 0.0720, 0.0520, 0.0819, 0.0713, 0.1039, 0.0639, 0.0718, 0.0704, 0.1085, 0.0731, 0.0480, 0.0687, 0.0502, 0.0741, 0.0730, 0.1049, 0.0645, 0.0710, 0.0780, 0.1182, 0.0815, 0.0858, 0.0106, -0.0608, -0.2757, -0.0250, -0.1950, -0.0397, -0.0338, -0.1720, -0.0400, -0.0207, -0.6416, -0.0250, -0.3507, 0.0661, 0.0741, 0.0764, 0.1046, 0.0695, 0.0840, 0.0726, 0.0652, 0.0715, 0.0554, 0.1118],
  "orbital_gap_ha": [0.2074, 0.2174],
  "homo_energy_ev": [-1.92, -2.19],
  "spin_multiplicity": 2,
  "charge": -2
}


{
  "formula": "C45H50BO9PTeW",
  "method": "ωB97M-V/def2-TZVPD",
  "symbols": ["W", "C", "C", "C", "O", "C", "C", "O", "C", "O", "C", "C", "C", "C", "C", "C", "C", "C", "C", "C", "C", "C", "C", "O", "C", "C", "C", "C", "C", "C", "C", "C", "C", "C", "C", "C", "H", "H", "H", "H", "H", "H", "H", "H", "H", "H", "H", "H", "H", "H", "H", "H", "H", "H", "H", "H", "H", "H", "H", "H", "H", "H", "H", "H", "C", "C", "C", "C", "C", "C", "C", "C", "O", "B", "O", "C", "C", "H", "H", "H", "H", "H", "H", "H", "H", "H", "H", "H", "H", "C", "C", "O", "P", "O", "Te", "O", "C", "C", "H", "H", "H", "H", "H", "H", "H", "H", "H", "H"],
  "positions_angstrom": [[0.2177, -0.6474, 1.2603], [3.4622, 3.3202, -2.4203], [3.7745, 3.0399, -0.9638], [5.0216, 3.7339, -0.4648], [2.6576, 3.4376, -0.1749], [2.1121, 2.3389, 0.5244], [2.7985, 1.1105, -0.0972], [3.9214, 1.6393, -0.7676], [3.2783, 0.0215, 0.9003], [2.0951, -0.5273, 1.4740], [4.0982, 0.6445, 2.0166], [5.4059, 1.0516, 1.7673], [6.1576, 1.6679, 2.7568], [5.6096, 1.8831, 4.0140], [4.3087, 1.4739, 4.2704], [3.5576, 0.8576, 3.2793], [4.0310, -1.1079, 0.1949], [4.9276, -1.8941, 0.9133], [5.5575, -2.9801, 0.3250], [5.2887, -3.3041, -0.9970], [4.3903, -2.5336, -1.7187], [3.7677, -1.4439, -1.1290], [0.5737, 2.3828, 0.3546], [0.0980, 1.1527, 0.9094], [-0.0788, 3.4697, 1.1984], [0.6364, 4.4813, 1.8197], [-0.0310, 5.4390, 2.5784], [-1.4051, 5.3866, 2.7189], [-2.1244, 4.3728, 2.0936], [-1.4663, 3.4233, 1.3344], [0.1894, 2.5027, -1.1162], [0.0422, 1.3928, -1.9380], [-0.2395, 1.5458, -3.2894], [-0.3826, 2.8111, -3.8350], [-0.2423, 3.9262, -3.0201], [0.0430, 3.7718, -1.6734], [3.2805, 4.3847, -2.5708], [2.5697, 2.7697, -2.7184], [4.3007, 3.0124, -3.0458], [4.9530, 4.8061, -0.6490], [5.8969, 3.3442, -0.9862], [5.1388, 3.5622, 0.6034], [2.3363, 2.4132, 1.5932], [2.1238, 0.6266, -0.8111], [5.8390, 0.8802, 0.7903], [7.1733, 1.9770, 2.5447], [6.1947, 2.3610, 4.7891], [3.8719, 1.6338, 5.2479], [2.5468, 0.5403, 3.4964], [5.1406, -1.6543, 1.9475], [6.2564, -3.5718, 0.9027], [5.7784, -4.1499, -1.4625], [4.1674, -2.7795, -2.7488], [3.0652, -0.8717, -1.7170], [1.7107, 4.5413, 1.7081], [0.5346, 6.2262, 3.0605], [-1.9197, 6.1320, 3.3116], [-3.2004, 4.3239, 2.2014], [-2.0185, 2.6318, 0.8427], [0.1276, 0.3889, -1.5481], [-0.3553, 0.6671, -3.9109], [-0.6052, 2.9295, -4.8879], [-0.3554, 4.9208, -3.4324], [0.1526, 4.6489, -1.0491], [-8.5411, -1.1042, -0.9907], [-7.4105, -1.9078, -1.6482], [-7.5040, -3.3534, -1.1598], [-7.6044, -1.9068, -3.1701], [-6.0641, -1.2683, -1.2990], [-5.8202, 0.0565, -1.6849], [-4.6262, 0.7146, -1.4053], [-3.6762, -0.0043, -0.7155], [-2.4205, 0.3833, -0.3052], [-1.8643, -0.7214, 0.3436], [-2.7944, -1.7758, 0.3402], [-3.8978, -1.3081, -0.3285], [-5.0763, -1.9681, -0.6027], [-9.5101, -1.5484, -1.2294], [-8.5504, -0.0706, -1.3372], [-8.4278, -1.0927, 0.0948], [-8.4769, -3.7648, -1.4343], [-7.4095, -3.4247, -0.0746], [-6.7370, -3.9841, -1.6134], [-8.5638, -2.3617, -3.4261], [-6.8136, -2.4746, -3.6637], [-7.5938, -0.8960, -3.5787], [-6.5846, 0.5978, -2.2268], [-4.4501, 1.7360, -1.7143], [-5.2121, -2.9892, -0.2777], [1.6749, -4.8086, 2.7501], [2.3119, -4.0315, 1.6244], [1.4402, -4.0372, 0.4692], [0.3245, -2.9215, 0.2994], [0.7279, -1.7155, -0.6022], [-0.9615, -1.0000, 3.3856], [-0.8062, -3.7248, -0.4630], [-1.6016, -4.6792, 0.2748], [-2.6894, -5.1620, -0.6519], [2.3568, -4.8511, 3.6014], [1.4462, -5.8290, 2.4410], [0.7512, -4.3296, 3.0818], [3.2413, -4.4813, 1.2839], [2.5292, -3.0017, 1.9131], [-2.0197, -4.1755, 1.1478], [-0.9560, -5.4979, 0.6016], [-3.2923, -4.3222, -0.9994], [-3.3395, -5.8653, -0.1293], [-2.2647, -5.6642, -1.5206]],
  "lowdin_charge": [1.0988, 0.0315, -0.5536, 0.0241, -0.0040, -0.1489, -0.1657, 0.0094, -0.3370, -0.3430, -0.1611, -0.0412, -0.0726, -0.0862, -0.0688, -0.0198, -0.1328, -0.0386, -0.0848, -0.0859, -0.0609, -0.0169, -0.3083, -0.3288, -0.1461, -0.0148, -0.0732, -0.0891, -0.0652, -0.0047, -0.1274, -0.0289, -0.0607, -0.0867, -0.0736, -0.0172, 0.0969, 0.0808, 0.0948, 0.0934, 0.0969, 0.0809, 0.1571, 0.1253, 0.1267, 0.1054, 0.1004, 0.1039, 0.1046, 0.1246, 0.1045, 0.1015, 0.1067, 0.1126, 0.1140, 0.1027, 0.1004, 0.1043, 0.1169, 0.0842, 0.1088, 0.1012, 0.1041, 0.1251, -0.0485, -0.5625, -0.0717, -0.0491, -0.1662, -0.0328, 0.0302, -0.1909, 0.1136, -0.6988, 0.0844, -0.1840, 0.0628, 0.0839, 0.0761, 0.0908, 0.0851, 0.0865, 0.0847, 0.0837, 0.0906, 0.0760, 0.1058, 0.1227, 0.1084, -0.0704, -0.2700, -0.2313, 0.5298, -0.4275, 0.4666, -0.2359, -0.2671, -0.0590, 0.0827, 0.0804, 0.0624, 0.1147, 0.0893, 0.1128, 0.1147, 0.0640, 0.0836, 0.0832],
  "orbital_gap_ha": 0.2708,
  "homo_energy_ev": -8.00
}


Computed ΔE to the lowest compared entry with this formula, charge and spin (kcal per mole) in order:
2.81; 0.00